C49H55BBrCaN9O2S3 | ωB97M-V/def2-TZVPD

Element x y z (Å)
Ca1 1.246 1.578 -0.278
C1 -2.721 3.125 -4.047
C2 -2.874 2.109 -2.962
C3 -4.022 1.421 -2.826
C4 -4.147 0.450 -1.779
N1 -3.171 0.226 -0.975
N2 -1.992 0.885 -1.071
B1 -1.011 0.375 0.013
N3 -1.626 0.497 1.421
N4 -2.364 -0.549 1.828
C5 -2.924 -0.555 2.988
C6 -2.781 0.566 3.875
C7 -2.021 1.620 3.516
C8 -1.805 2.782 4.432
C9 -1.388 1.596 2.223
S1 -0.304 2.779 1.715
C10 -3.726 -1.773 3.414
C11 -3.675 -2.862 2.344
C12 -3.137 -2.348 4.709
C13 -5.188 -1.373 3.649
N5 -0.391 -1.039 -0.293
N6 -0.867 -1.754 -1.294
C14 -0.404 -2.948 -1.536
C15 0.622 -3.508 -0.748
C16 1.154 -2.795 0.287
C17 2.250 -3.341 1.141
C18 0.633 -1.499 0.530
S2 1.205 -0.468 1.723
C19 -1.070 -3.658 -2.707
C20 -2.571 -3.779 -2.418
C21 -0.869 -2.815 -3.973
C22 -0.505 -5.056 -2.949
C23 -1.773 1.859 -2.043
S3 -0.336 2.742 -2.242
C24 -5.435 -0.336 -1.610
C25 -6.600 0.627 -1.346
C26 -5.720 -1.145 -2.882
C27 -5.323 -1.299 -0.433
H1 -3.631 3.191 -4.647
H2 -1.890 2.859 -4.702
H3 -2.512 4.107 -3.622
H4 -4.849 1.605 -3.504
H5 -3.258 0.554 4.849
H6 -2.345 2.643 5.370
H7 -2.154 3.705 3.964
H8 -0.743 2.895 4.657
H9 -2.648 -3.177 2.160
H10 -4.090 -2.509 1.403
H11 -4.253 -3.731 2.672
H12 -2.096 -2.634 4.559
H13 -3.699 -3.233 5.020
H14 -3.177 -1.626 5.528
H15 -5.624 -0.964 2.735
H16 -5.275 -0.618 4.433
H17 -5.778 -2.242 3.952
H18 1.001 -4.501 -0.954
H19 2.530 -4.345 0.815
H20 1.934 -3.388 2.185
H21 3.129 -2.696 1.081
H22 -3.007 -2.791 -2.272
H23 -2.744 -4.367 -1.513
H24 -3.087 -4.267 -3.252
H25 -1.293 -1.820 -3.841
H26 -1.358 -3.290 -4.830
H27 0.193 -2.704 -4.196
H28 -0.649 -5.699 -2.078
H29 0.561 -5.016 -3.182
H30 -1.016 -5.520 -3.795
H31 -6.745 1.321 -2.177
H32 -6.413 1.212 -0.444
H33 -7.530 0.070 -1.211
H34 -5.842 -0.497 -3.752
H35 -6.640 -1.725 -2.766
H36 -4.902 -1.837 -3.088
H37 -5.129 -0.755 0.491
H38 -4.508 -2.005 -0.588
H39 -6.254 -1.862 -0.317
N7 10.645 0.617 4.918
C28 9.647 0.727 4.355
C29 8.400 0.864 3.653
C30 7.279 0.149 4.073
C31 6.082 0.286 3.394
C32 5.984 1.135 2.295
C33 7.105 1.849 1.885
C34 8.310 1.715 2.554
C35 4.684 1.289 1.588
C36 4.556 0.617 0.385
C37 5.540 -0.241 -0.231
C38 5.020 -0.685 -1.412
C39 3.709 -0.071 -1.490
N8 3.440 0.671 -0.459
C40 3.712 2.090 2.239
C41 3.932 2.820 3.445
C42 2.737 3.458 3.736
C43 1.831 3.083 2.700
N9 2.416 2.261 1.810
H40 7.344 -0.511 4.928
H41 5.209 -0.267 3.718
H42 7.031 2.514 1.035
H43 9.177 2.272 2.225
H44 6.509 -0.489 0.182
H45 5.460 -1.346 -2.143
H46 3.032 -0.222 -2.315
H47 4.851 2.872 4.012
H48 2.529 4.107 4.574
H49 0.775 3.449 2.617
O1 1.943 3.837 -0.378
H50 2.086 3.982 -1.324
H51 2.818 3.823 0.019
Br1 3.128 3.226 -7.366
C44 2.676 2.838 -5.539
C45 3.061 3.698 -4.543
C46 2.728 3.406 -3.212
C47 1.996 2.259 -2.817
C48 1.655 1.416 -3.911
C49 1.971 1.683 -5.232
H52 3.624 4.596 -4.783
H53 3.095 4.142 -2.495
H54 1.106 0.504 -3.683
H55 1.674 0.996 -6.018
O2 0.913 -0.100 -1.532

Calculated values
LUMO level (spin up / spin down)   3.760 / 3.760 eV
Net charge   -2
Largest force on an atom   0.134 Eh/bohr
Orbital gap (spin up / spin down)   4.498 / 4.876 eV
Electronic energy   -7014.4236 Ha



C49H55IrN8S | ωB97M-V/def2-TZVPD

Element x y z (Å)
Ir1 -0.382 0.245 -0.571
C1 5.754 -0.480 -2.270
C2 4.774 -1.644 -2.103
C3 3.593 -1.329 -1.228
C4 3.302 -2.064 0.069
C5 4.370 -2.007 1.146
C6 4.629 -0.582 1.619
C7 1.872 -1.462 0.306
C8 1.388 -1.498 1.705
C9 0.378 -0.778 2.203
C10 0.063 -0.588 3.621
C11 0.606 -1.447 4.715
C12 1.926 -0.920 5.282
C13 -0.678 0.538 3.701
C14 -0.868 1.017 2.325
C15 -1.379 2.283 1.977
C16 -1.342 2.823 0.719
N1 -0.925 2.218 -0.433
C17 -1.463 2.927 -1.475
C18 -1.511 2.545 -2.788
C19 -0.721 1.500 -3.313
N2 -0.020 0.664 -2.559
C20 1.098 0.300 -3.332
C21 2.300 -0.072 -2.849
C22 2.583 -0.445 -1.486
N3 1.666 -0.257 -0.465
C23 0.852 0.710 -4.715
C24 -0.276 1.447 -4.707
C25 -0.991 2.099 -5.846
C26 -2.228 1.302 -6.263
C27 1.778 0.442 -5.858
C28 2.848 1.526 -6.004
C29 -2.084 4.150 -0.955
C30 -1.984 4.102 0.385
C31 -2.469 5.087 1.399
C32 -3.917 4.836 1.824
C33 -2.736 5.187 -1.809
C34 -4.165 4.805 -2.207
N4 -0.356 0.159 1.460
C35 -1.182 1.247 4.917
C36 -0.317 2.447 5.310
H1 6.581 -0.751 -2.930
H2 6.171 -0.184 -1.307
H3 5.252 0.392 -2.689
H4 4.446 -1.979 -3.094
H5 5.309 -2.496 -1.672
H6 5.294 -2.449 0.754
H7 4.071 -2.637 1.992
H8 5.016 0.034 0.808
H9 5.349 -0.560 2.438
H10 3.705 -0.114 1.965
H11 1.894 -2.182 2.375
H12 0.753 -2.461 4.333
H13 -0.135 -1.522 5.517
H14 2.682 -0.851 4.498
H15 2.305 -1.579 6.064
H16 1.797 0.074 5.708
H17 -1.799 2.887 2.768
H18 -2.032 3.189 -3.480
H19 3.095 -0.206 -3.571
H20 -1.292 3.111 -5.563
H21 -0.311 2.208 -6.694
H22 -2.749 1.788 -7.088
H23 -2.923 1.205 -5.428
H24 -1.948 0.296 -6.577
H25 1.195 0.381 -6.780
H26 2.252 -0.534 -5.727
H27 2.389 2.490 -6.228
H28 3.545 1.284 -6.807
H29 3.417 1.642 -5.081
H30 -2.376 6.096 0.989
H31 -1.819 5.052 2.276
H32 -4.591 4.925 0.972
H33 -4.230 5.554 2.583
H34 -4.034 3.832 2.231
H35 -2.138 5.346 -2.710
H36 -2.747 6.138 -1.272
H37 -4.184 3.842 -2.718
H38 -4.597 5.554 -2.870
H39 -4.802 4.717 -1.328
H40 -1.222 0.540 5.750
H41 -2.210 1.579 4.744
H42 0.689 2.126 5.581
H43 -0.747 2.975 6.161
H44 -0.221 3.151 4.484
S1 -2.728 0.177 -0.799
C37 -3.025 -1.437 -0.220
N5 -4.293 -1.762 0.053
N6 -4.489 -2.854 0.766
C38 -3.633 -3.439 1.719
C39 -2.754 -2.658 2.474
C40 -1.971 -3.253 3.441
C41 -2.058 -4.623 3.684
C42 -2.946 -5.388 2.947
C43 -3.732 -4.801 1.963
N7 -2.085 -2.372 -0.023
N8 -0.892 -2.090 -0.374
C44 0.032 -3.084 -0.063
C45 -0.090 -4.145 0.773
C46 1.130 -4.811 1.213
C47 2.376 -4.469 0.832
C48 2.629 -3.457 -0.253
C49 1.351 -2.682 -0.542
H45 -5.412 -3.244 0.652
H46 -2.682 -1.593 2.289
H47 -1.289 -2.642 4.016
H48 -1.440 -5.083 4.442
H49 -3.026 -6.452 3.126
H50 -4.410 -5.404 1.372
H51 -1.043 -4.422 1.207
H52 1.011 -5.606 1.940
H53 3.219 -5.017 1.240
H54 3.081 -3.956 -1.118
H55 1.285 -2.368 -1.581

Calculated values
LUMO level (spin up / spin down)   -1.037 / -1.036 eV
Largest force on an atom   0.047 Eh/bohr
Orbital gap (spin up / spin down)   5.094 / 5.095 eV
Electronic energy   -2840.6509 Ha



C49H56Cl2N3O2ReSi | ωB97M-V/def2-TZVPD

Element x y z (Å)
Re1 0.093 0.244 0.418
C1 -0.688 5.618 -3.502
C2 0.113 4.537 -4.246
C3 -0.719 4.027 -5.422
C4 1.422 5.132 -4.785
C5 0.436 3.432 -3.252
C6 1.197 3.707 -2.120
C7 1.386 2.736 -1.156
N1 0.888 1.506 -1.283
C8 0.236 1.187 -2.422
C9 -0.015 2.119 -3.406
C10 -0.086 -0.269 -2.491
C11 -0.025 -0.896 -3.812
C12 0.050 -2.142 -4.355
C13 0.033 -3.528 -3.708
C14 0.099 -2.270 -1.285
N2 -0.194 -0.830 -1.331
C15 0.286 -2.117 -5.896
C16 0.298 -3.498 -6.564
C17 1.656 -1.470 -6.177
C18 -0.826 -1.307 -6.585
H1 -0.946 6.422 -4.193
H2 -0.117 6.050 -2.680
H3 -1.611 5.207 -3.089
H4 -0.934 4.857 -6.095
H5 -1.677 3.616 -5.096
H6 -0.186 3.267 -5.998
H7 1.194 5.933 -5.490
H8 2.012 4.377 -5.306
H9 2.036 5.557 -3.990
H10 1.609 4.692 -1.951
H11 1.928 2.935 -0.241
H12 -0.588 1.834 -4.275
H13 0.068 -0.114 -4.552
H14 -0.175 -4.212 -4.524
H15 0.588 -2.384 -2.219
H16 1.069 -4.158 -6.164
H17 0.515 -3.362 -7.623
H18 -0.669 -4.000 -6.496
H19 2.460 -2.035 -5.699
H20 1.709 -0.442 -5.821
H21 1.845 -1.463 -7.251
H22 -1.808 -1.727 -6.362
H23 -0.680 -1.343 -7.665
H24 -0.834 -0.257 -6.293
C19 -0.943 -0.986 1.742
Si1 -0.449 -2.754 2.097
C20 0.877 -3.330 0.857
N3 1.150 -2.489 -0.319
C21 -1.138 -3.142 -1.366
C22 -1.118 -3.870 -2.728
C23 1.470 -3.977 -3.229
C24 2.438 -2.997 -2.518
C25 2.414 -2.935 -0.983
C26 0.327 -2.899 3.789
C27 1.552 -2.277 4.047
C28 2.132 -2.328 5.304
C29 1.491 -3.006 6.333
C30 0.275 -3.629 6.098
C31 -0.302 -3.575 4.836
C32 -1.920 -3.913 1.981
C33 -3.242 -3.469 1.934
C34 -4.300 -4.365 1.848
C35 -4.054 -5.729 1.811
C36 -2.747 -6.195 1.869
C37 -1.695 -5.294 1.956
H25 -0.969 -0.459 2.705
H26 -1.983 -1.016 1.397
H27 0.699 -4.373 0.556
H28 1.808 -3.350 1.431
H29 -2.026 -2.514 -1.281
H30 -1.198 -3.857 -0.547
H31 -2.065 -3.718 -3.250
H32 -1.043 -4.947 -2.564
H33 1.992 -4.341 -4.116
H34 1.322 -4.856 -2.592
H35 2.361 -1.995 -2.954
H36 3.452 -3.326 -2.757
H37 3.228 -2.283 -0.656
H38 2.648 -3.937 -0.612
H39 2.067 -1.732 3.258
H40 3.078 -1.834 5.486
H41 1.941 -3.047 7.317
H42 -0.227 -4.157 6.899
H43 -1.253 -4.066 4.666
H44 -3.461 -2.407 1.973
H45 -5.318 -3.997 1.817
H46 -4.877 -6.428 1.745
H47 -2.549 -7.259 1.855
H48 -0.682 -5.681 2.017
Cl1 3.599 1.226 3.984
C38 2.299 2.341 3.540
Cl2 2.860 3.564 2.383
C39 1.120 1.519 3.014
O1 0.195 1.285 3.739
O2 1.252 1.124 1.758
H49 1.986 2.863 4.436
C40 -1.800 5.672 0.514
C41 -0.686 4.974 1.021
C42 -0.606 3.616 0.902
C43 -1.625 2.859 0.273
C44 -1.568 1.433 0.109
C45 -2.661 0.799 -0.451
C46 -3.795 1.503 -0.900
C47 -3.835 2.862 -0.799
C48 -2.758 3.566 -0.209
C49 -2.813 4.977 -0.082
H50 -1.858 6.748 0.614
H51 0.110 5.516 1.518
H52 0.257 3.109 1.305
H53 -2.659 -0.278 -0.574
H54 -4.625 0.956 -1.329
H55 -4.694 3.420 -1.151
H56 -3.688 5.493 -0.459

Calculated values
LUMO level (spin up / spin down)   -3.644 / -4.209 eV
Net charge   +1
Largest force on an atom   0.004 Eh/bohr
Orbital gap (spin up / spin down)   6.636 / 6.348 eV
2S+1   4
Electronic energy   -3503.4836 Ha



C49H59BNO16P | ωB97M-V/def2-TZVPD

Element x y z (Å)
C1 4.426 0.440 -2.245
C2 3.836 1.446 -1.647
C3 2.900 2.694 -1.229
C4 1.567 2.452 -0.435
C5 0.674 3.719 -0.042
C6 1.111 5.198 -0.466
B1 0.169 6.508 -0.102
C7 -1.078 7.005 -1.066
O1 0.452 7.297 1.088
C8 2.487 5.403 -1.259
C9 3.063 6.837 -1.706
P1 3.087 7.144 -3.572
O2 4.562 7.091 -4.093
O3 2.194 6.006 -4.496
O4 2.579 8.780 -3.836
C10 3.387 4.136 -1.648
C11 4.784 4.248 -2.408
C12 5.035 3.759 -3.913
C13 6.495 3.924 -4.441
N1 7.678 4.428 -3.808
C14 7.508 4.908 -2.466
C15 6.117 4.824 -1.766
C16 -0.681 3.384 0.757
O5 -1.179 4.075 1.700
C17 -1.427 2.003 0.319
C18 -2.985 1.814 0.284
C19 -3.639 0.442 -0.200
C20 -5.266 0.411 -0.179
C21 -6.077 0.778 -1.317
C22 -2.763 -0.811 -0.672
C23 -3.553 -2.112 -1.179
C24 -3.246 -3.466 -0.349
O6 -2.445 -3.277 0.849
C25 -1.629 -4.465 1.036
C26 -2.449 -5.849 1.152
C27 -1.204 -0.641 -0.590
C28 -0.218 -1.843 -0.990
C29 0.558 -1.470 -2.379
O7 -0.476 -1.237 -3.374
C30 -0.328 0.043 -4.048
C31 -1.527 1.054 -3.608
C32 -0.549 0.734 -0.107
C33 1.052 0.963 -0.021
O8 1.887 0.083 0.370
H1 4.714 -0.537 -2.784
H2 -0.878 8.101 -1.388
H3 -2.051 7.030 -0.424
H4 -1.187 6.378 -2.021
H5 0.048 8.195 0.955
H6 2.560 7.738 -1.203
H7 4.175 6.858 -1.358
H8 2.843 5.256 -4.626
H9 2.428 8.928 -4.809
H10 4.168 3.317 -4.545
H11 6.645 3.574 -5.542
H12 8.397 5.344 -1.864
H13 6.050 5.217 -0.676
H14 -3.667 2.684 0.588
H15 -5.852 0.072 0.768
H16 -6.997 0.169 -1.630
H17 -5.815 1.733 -1.896
H18 -4.692 -1.995 -1.241
H19 -3.191 -2.308 -2.270
H20 -2.739 -4.223 -1.077
H21 -4.239 -3.974 -0.005
H22 -0.992 -4.374 2.006
H23 -0.869 -4.604 0.160
H24 -1.655 -6.684 1.333
H25 -2.988 -6.164 0.172
H26 -3.158 -5.908 2.067
H27 0.519 -1.978 -0.097
H28 -0.738 -2.866 -1.113
H29 1.292 -0.602 -2.227
H30 1.154 -2.419 -2.690
H31 0.720 0.509 -3.984
H32 -0.513 -0.169 -5.182
H33 -1.689 1.865 -4.423
H34 -2.487 0.426 -3.450
H35 -1.277 1.614 -2.635
O9 -3.200 -9.248 0.115
C34 -3.494 -9.522 1.253
O10 -3.140 -8.772 2.334
C35 -3.554 -9.441 3.529
C36 -4.661 -10.374 3.100
C37 -4.250 -10.744 1.693
H36 -2.695 -9.978 3.945
H37 -3.900 -8.707 4.261
H38 -4.780 -11.234 3.762
H39 -5.613 -9.833 3.074
H40 -3.576 -11.605 1.678
H41 -5.116 -10.921 1.054
O11 -7.750 -8.877 2.979
C38 -8.159 -8.997 4.109
O12 -7.586 -9.802 5.046
C39 -8.385 -9.788 6.234
C40 -9.182 -8.508 6.162
C41 -9.381 -8.329 4.673
H42 -9.024 -10.677 6.234
H43 -7.738 -9.818 7.113
H44 -10.115 -8.550 6.727
H45 -8.586 -7.678 6.555
H46 -10.271 -8.853 4.316
H47 -9.417 -7.275 4.397
O13 5.382 7.371 0.885
C42 5.367 8.542 0.590
O14 4.518 9.087 -0.324
C43 4.845 10.468 -0.509
C44 5.587 10.872 0.743
C45 6.296 9.593 1.130
H48 5.462 10.564 -1.407
H49 3.930 11.048 -0.645
H50 6.261 11.717 0.590
H51 4.872 11.147 1.526
H52 7.266 9.499 0.636
H53 6.404 9.505 2.211
O15 6.434 -2.199 -1.107
C46 6.019 -2.317 0.021
O16 6.577 -3.131 0.959
C47 5.772 -3.112 2.142
C48 4.990 -1.822 2.069
C49 4.801 -1.637 0.581
H54 5.122 -3.993 2.136
H55 6.413 -3.151 3.025
H56 4.053 -1.854 2.629
H57 5.593 -0.999 2.468
H58 3.907 -2.150 0.217
H59 4.779 -0.582 0.307

Calculated values
LUMO level   -1.269 eV
Largest force on an atom   0.123 Eh/bohr
Orbital gap   7.320 eV
Electronic energy   -3526.7128 Ha



> The lowest electronic energy belongs to which entry?

C49H55BBrCaN9O2S3



> Which of these has the lowest electronic energy?

C49H55BBrCaN9O2S3



> What is the largest force on an atom in the first record?

0.134 Eh/bohr